A molecular structure, C20H32O7S5SbSiTc at a distorted geometry. Source: OMol25; level of theory: ωB97M-V with the def2-TZVPD basis set.

## Properties
E_tot, hartree: -3909.0203
E_LUMO, Ha: -0.310
Net charge: +2
Energy above the lowest of the compared OMol25 structures with the same formula, charge and spin, kcal/mol: 0.0
E_HOMO, eV: -13.28

Positions of all 67 atoms, in Å:
C -7.33638 -3.14085 -0.38798
C -2.86278 -3.67935 -0.20208
Si 1.24752 1.58525 -0.22108
Sb 4.43552 -3.40605 2.34692
O -0.59258 -3.98885 0.39432
H -0.23028 0.93185 4.00732
H -2.64598 2.80735 -0.44038
H 5.02642 3.50145 -0.97618
Tc 1.26122 -3.22615 0.77392
H -1.46348 1.22965 -3.69028
H -4.89288 -6.22435 0.82372
H -0.41208 3.08595 1.87352
H -7.88748 -2.60285 0.39832
C -4.58228 -5.27495 0.42252
H 1.13922 3.89485 2.14262
O -6.84078 -4.36505 0.13282
H 5.65552 0.98865 -0.85458
H 5.06462 2.12035 -3.14318
H 3.08162 2.57135 3.15122
C 4.59982 0.74595 -0.76578
H -3.51558 -1.81475 -1.11438
C 1.14762 1.78865 2.60062
C -3.81678 -2.75075 -0.67858
H -2.76548 1.07965 -0.78528
H -8.00678 -3.34495 -1.23418
H 3.84192 0.87405 -3.39398
H 2.08122 2.07085 4.51152
H 3.39002 2.58035 -3.44018
S 1.64392 -2.94065 2.86442
C 0.17602 0.69705 3.02712
C -0.71408 3.44425 -2.26388
H 4.42872 -0.22045 -1.23348
S 0.36312 -1.47565 -0.25738
C 2.37642 1.82225 3.49772
C -2.52368 2.05115 -1.21008
C -1.48758 -3.28545 -0.14368
C -3.25168 -4.93065 0.30882
S 4.76252 -5.52925 3.02832
H 0.30712 3.44105 -2.63548
H 0.16722 0.93975 -3.07608
C 4.00182 3.18345 -0.81488
H 4.34612 0.68865 0.28932
O 1.66662 1.45565 1.27912
C 4.03082 1.85005 -2.95448
S 3.21572 -3.70675 -0.04598
C 0.45652 3.14035 2.52492
S 4.99602 -1.22285 2.35422
H 0.68772 -0.26255 3.08402
C -0.88388 0.99225 -2.80238
H 3.33872 3.92325 -1.25608
C 3.77752 1.82345 -1.45428
O -1.20358 -2.08515 -0.60618
C -1.09808 2.06705 -1.74768
H 2.87212 0.85475 3.49882
H -0.64608 0.62625 2.31922
C -5.51988 -4.32675 0.03662
H -1.20388 0.02375 -2.42448
O -6.23198 -2.36865 -0.81558
C -5.12908 -3.08805 -0.53198
O -0.26088 1.75975 -0.59138
H -3.22038 2.26345 -2.01448
H 3.81782 3.13255 0.25562
O 2.35242 1.49775 -1.32208
H -2.48278 -5.62505 0.61002
H -1.37678 3.73095 -3.07368
H 0.13272 3.44215 3.51552
H -0.80428 4.17985 -1.46938

---

5 unconnected molecules or ions with the total composition C39H91BN6O8S at a distorted geometry. Source: OMol25; level of theory: ωB97M-V with the def2-TZVPD basis set.

## Properties
E_tot, hartree: -2893.6090
E_LUMO, Ha: -0.007
SMILES: C=C[C@@](CC(=O)O)(O[C@H](CCCCS(=O)(=O)O)B(O)O)[C@@H](CC(C)C)NN.CCN(CC)CC.CCN(CC)CC.CCN(CC)CC.CCN(CC)CC
E_HOMO, eV: -7.92

Positions of all 146 atoms, in Å:
O -7.21207 1.85106 4.50844
H 6.45568 -5.02097 -1.91089
H 11.71090 2.98726 -1.82348
H -1.10658 -0.70091 9.48377
H -11.35581 -2.31255 -1.28883
H 9.93215 0.05050 -3.51860
H 2.63369 6.04542 -1.58927
C -10.41489 -2.63218 -0.62788
H 9.50440 2.12079 -6.65337
H 0.51028 -0.17335 9.94234
H 0.00892 -1.81933 10.29197
H -10.58110 -3.79294 -0.41819
H 2.04097 3.64334 -5.06797
H 2.43213 7.81049 -3.12603
H -4.00248 -2.41361 3.69593
H -9.93251 -2.12925 3.98789
C 2.00432 7.17491 -3.91140
H 3.90462 -1.88310 -0.16501
C 0.51033 -1.45261 8.20550
C 8.97722 0.39297 -3.10525
H -10.46797 -1.97023 0.33527
C -9.09830 -2.39273 -1.57346
C -7.57539 0.53376 2.33435
C -7.27412 -0.92369 1.63488
C 3.98119 -4.05114 -1.88853
H 0.69770 4.11436 -6.09590
H 9.44945 2.53792 -1.42240
H -6.82473 -2.34689 -1.60465
C 6.43104 -4.10964 0.02347
C -1.53282 -0.33862 6.29646
H -9.36439 -1.50877 -2.30610
B -3.87032 -0.47500 3.13329
H 4.53461 -1.46272 -2.69449
O -0.32906 -0.92162 -3.78381
H -10.06334 -4.07357 -2.77578
C -3.85014 -1.56643 0.73311
N 1.42476 5.98319 -3.28605
C 4.76615 -1.34808 -0.57298
H 6.69289 -3.15758 0.48979
H 5.48197 -4.45531 0.44018
H -6.43024 -0.35292 -0.46576
H -10.39651 -0.67721 2.67278
H 10.26875 1.01906 -5.50910
H 7.78478 1.69215 -5.09382
H -2.31010 -1.64428 7.81075
H -0.19804 5.62692 -4.55100
H 5.57871 -1.38975 0.15499
H -8.47336 -3.44564 -3.56908
H 3.68803 -4.03814 -0.83309
H 2.04927 5.22257 -5.87688
H -2.52907 -0.01451 5.97356
C 1.41975 4.49108 -5.36353
H 8.94289 -1.17340 -1.62050
H -8.40419 -4.59595 -1.96658
H 2.01826 1.10803 -2.48716
C 0.99759 8.03500 -4.67017
H -1.86183 -1.54674 -1.69545
C -8.96042 -3.74044 -2.54653
C 5.20526 -1.88450 -1.93187
H -1.15498 0.42361 6.98538
H -2.04729 1.65746 -2.25140
H -5.03824 0.30708 1.22218
O -5.99831 -1.54724 2.02790
H -7.99987 1.80945 -1.46710
H 7.91558 0.20890 -1.21309
C -0.41750 -3.69307 7.73418
H 1.79512 4.53895 -1.80319
H 1.93288 -4.16138 -2.56041
H 3.40827 3.76451 -3.45723
C -1.41625 0.79168 -1.74814
C -7.45075 -0.79100 -0.02465
C 11.18372 2.53690 -2.67136
O -6.89349 -0.53502 4.78062
H -2.19753 -3.53764 9.00071
H -2.28674 0.84808 2.90428
O -3.68602 -1.56010 4.12521
H 0.58323 7.51278 -5.53848
H -9.46263 -0.03691 -0.13944
H 0.24555 4.26605 -3.58152
N 8.79976 1.83708 -3.27908
C 8.64678 2.23659 -4.68230
C -2.36011 -0.53259 -1.35753
C 3.61215 4.70099 -2.93389
H -3.24006 -2.40803 1.31826
H 1.46942 -1.95596 8.37648
H -8.66606 0.93434 2.19981
C 2.81586 -3.53333 -2.72690
H 2.53755 -2.50994 -2.45566
H 10.61725 2.75931 -5.45448
C 9.83357 2.01579 -5.61404
H 4.30452 4.46404 -2.11899
O 0.06041 1.56534 -3.95015
H 0.78507 -0.54530 7.64821
H -9.22098 0.87522 -2.14761
C -7.21661 0.62397 3.93087
H -0.84571 -4.25066 6.88889
C -1.22439 -4.03416 8.98236
H 2.82662 6.91702 -4.58770
O 1.52557 0.28563 -2.19506
H 0.59573 -4.09939 7.84690
C 0.67884 5.08418 -4.16919
C -8.44059 -1.95636 2.24628
H -4.45313 -1.97938 -0.18042
O -3.22812 0.87028 3.28095
H -8.31063 -3.11352 2.02537
C -0.06340 -1.02048 9.55133
C 8.87218 -0.08005 -1.65811
H -1.40770 -5.11351 9.01320
H -2.10188 -2.37923 6.22743
H 8.18927 -0.12722 -3.66413
H 8.35297 3.29296 -4.72914
H 4.47894 -0.29531 -0.66694
N -0.33374 -2.28178 7.34263
H 9.41371 3.75004 -2.65453
H -6.87356 1.33169 1.79032
C -9.65176 -1.54084 2.99035
C -4.83280 -0.70136 1.77715
H -7.55418 -3.17719 -0.08497
H -0.91291 1.24186 -0.76365
C 6.39780 -4.00388 -1.49741
H 6.18481 -1.45824 -2.17927
H 9.68211 0.31549 -1.03687
C 9.67828 2.69934 -2.48582
H 0.17325 8.34795 -4.02275
S -0.02990 0.36286 -2.96034
H -3.38480 -0.35798 -1.90936
H -3.02201 0.65551 0.47140
N -8.49100 0.27213 -0.34469
H 11.53369 3.05008 -3.56919
H -0.68342 -3.77961 9.89614
C -1.62710 -1.71118 6.95688
H -0.88707 -0.36481 5.41387
C 2.34100 5.31398 -2.35615
N -8.33202 0.81485 -1.60522
H -7.66083 -0.77988 5.38162
H -1.67394 -0.59921 0.88553
H 3.05012 -3.56176 -3.79505
N 5.24219 -3.33781 -2.10812
H 7.31994 -3.51562 -1.83754
H 11.49301 1.48983 -2.72520
H 4.12162 -5.10443 -2.16178
H 1.49178 8.93911 -5.04456
C -7.67824 -2.22739 -0.77663
H 7.20032 -4.83017 0.32118
C -2.68240 -0.46595 0.26075
H 4.13132 5.37847 -3.61606

---

Among the records above, which one has the lowest E_tot? C20H32O7S5SbSiTc

---

Which of these has the lowest E_tot? C20H32O7S5SbSiTc